# 1
Density functional theory data (wB97M-V/def2-TZVPD) for a structure of composition C16H26AsCl2N2OSTl.

XYZ file:
```
50
Properties=species:S:1:pos:R:3:forces:R:3:mulliken_charge:R:1
Tl 0.76317 -1.01679 -1.58525 0.043 -0.080 -0.017 0.871
As 2.04206 2.02349 -0.50673 -0.971 0.404 -0.458 1.208
Cl 2.32761 -4.04736 2.66910 -0.036 0.004 -0.057 -0.250
Cl 2.08546 -4.05589 -0.27023 0.020 -0.175 -0.040 -0.155
S 1.37854 -4.20553 -6.18467 -0.094 0.315 0.400 -0.543
O 1.50450 1.36952 -1.95219 0.354 0.001 0.356 -0.867
N 4.23679 -0.96003 0.17200 0.047 0.107 -0.010 -0.821
N 0.93949 -2.50049 -3.95575 -0.066 0.142 0.088 -0.700
C 1.43144 1.29977 1.16576 0.076 -0.172 0.091 -0.744
C 1.11950 -3.19927 -4.86942 0.116 -0.441 -0.564 0.180
C -2.52134 -1.29675 -2.01625 -0.045 -0.048 -0.178 -1.348
C -1.68171 -0.60605 1.55598 0.077 0.021 -0.012 1.151
C 2.14012 -3.06560 1.18069 0.056 0.160 0.181 0.993
C -2.64056 1.72465 -1.20953 -0.011 0.124 -0.098 -1.755
C 3.62845 -0.05396 -0.23464 0.189 -0.170 -0.028 -0.167
C -2.25553 0.60797 -0.28859 0.034 -0.006 0.024 0.988
C 3.73754 2.92797 -0.46468 0.188 -0.107 -0.094 -1.245
C -1.99705 1.93771 1.93120 -0.025 0.069 0.057 -1.500
C -1.79466 -1.49667 0.47214 -0.076 -0.027 0.036 0.897
C 0.91743 3.64112 -0.42355 0.161 -0.014 0.037 -1.085
C -2.15660 -0.74766 -0.66905 -0.065 0.015 -0.032 -0.416
C -1.66017 -2.98783 0.55461 0.038 -0.152 0.018 -1.476
C -1.29138 -0.96161 2.95888 0.014 -0.061 0.162 -1.749
C -1.97954 0.69355 1.09146 0.038 0.053 -0.023 -0.189
H 2.99370 -2.39184 1.10621 -0.119 -0.111 -0.023 0.155
H -0.11809 3.34071 -0.27284 -0.032 -0.061 0.004 0.048
H -2.62055 -3.50544 0.69040 -0.027 0.055 -0.011 0.269
H -3.71019 1.73191 -1.46432 -0.011 -0.035 0.026 0.315
H -2.01709 -0.78967 -2.84947 0.017 0.033 0.039 0.316
H -1.03663 -3.28934 1.40210 0.027 0.018 0.026 0.385
H -2.68891 1.86033 2.77975 -0.008 -0.013 -0.010 0.389
H -2.31850 2.80367 1.34731 -0.006 0.003 -0.014 0.400
H -1.29629 -0.07761 3.60177 -0.013 0.042 -0.005 0.426
H 3.60880 3.84549 -1.03732 0.086 0.039 0.010 0.434
H -2.41438 2.70313 -0.77682 -0.022 0.004 0.010 0.327
H 1.23007 4.29351 0.39722 -0.027 0.024 -0.025 0.378
H 0.41951 0.92161 0.98107 -0.032 0.009 0.042 -0.249
H 2.07324 0.50523 1.52960 0.008 0.056 0.011 0.376
H -1.20296 -3.42462 -0.33833 0.027 0.029 -0.026 0.268
H -1.96919 -1.68986 3.42340 -0.005 -0.005 -0.023 0.370
H -1.01939 2.19714 2.35999 0.014 -0.031 -0.011 0.172
H 4.51208 2.29301 -0.88064 -0.017 0.030 0.000 0.358
H -2.09671 1.67819 -2.15837 0.021 -0.033 -0.003 0.276
H 0.99892 4.17030 -1.37354 0.009 0.001 0.022 0.397
H -3.59606 -1.21618 -2.23189 -0.008 0.004 0.057 0.333
H 1.37888 2.13019 1.87009 -0.015 -0.009 0.052 0.446
H 3.96718 3.16212 0.57402 0.032 0.016 0.033 0.372
H 1.19799 -2.53084 1.26537 -0.001 -0.004 0.004 -0.723
H -0.28361 -1.39045 3.04040 0.005 -0.018 -0.044 0.177
H -2.26536 -2.35494 -2.10648 0.035 -0.009 0.020 0.309
```
Positions in Å, forces in eV/Å.

For the LUMO energy, the calculation gives 4.6 eV. The value obtained for the energy relative to the best compared isomer or geometry (same formula, charge and spin) is 28.0 kcal per mole. The total charge is -2. The calculation puts the HOMO-LUMO gap at 5.7 eV.

=====

# 2
Density functional theory data (wB97M-V/def2-TZVPD) for a structure of composition C6H10GdO6.

XYZ file:
```
23
Properties=species:S:1:pos:R:3:forces:R:3:mulliken_charge:R:1
Gd -4.06802 0.61330 0.07878 -1.179 -0.015 0.105 1.086
O 2.98265 0.42965 -0.89646 -1.821 0.969 -0.238 -0.194
O 3.89986 -1.57187 -0.67378 -0.121 -0.126 0.074 -0.076
O -1.28114 0.35431 0.67909 2.031 2.623 -1.885 0.147
O 5.04718 0.27127 -0.21919 -0.903 0.200 -0.119 -0.237
O -0.75396 -1.77110 1.28550 2.408 1.072 -2.665 -0.376
O -2.67772 -1.22654 0.67985 -1.949 -2.601 0.678 -0.635
C 0.42075 1.78662 -0.32296 0.390 2.964 -1.759 -0.493
C 3.96391 -0.29217 -0.58048 2.295 -1.014 0.018 0.835
C -1.36459 -0.97218 0.59569 -0.154 -2.294 6.637 1.234
C 0.72743 0.96010 -1.57140 -0.776 -3.193 1.272 -0.599
C 1.71349 -0.16525 -1.38879 0.782 0.880 0.129 -0.673
C 0.00224 1.01670 0.90997 -0.460 -3.356 0.782 -0.469
H 1.30585 2.36700 -0.02425 -0.178 0.219 0.595 0.424
H 1.94310 -0.65744 -2.34017 -0.161 -0.221 -0.115 0.567
H -0.19064 0.49485 -1.95978 0.301 0.151 -0.435 0.389
H -0.36052 2.51820 -0.56992 0.413 0.133 -0.214 0.425
H 0.70240 0.22811 1.20231 -0.029 0.268 0.190 0.482
H -2.49099 -2.05163 1.45664 -1.622 1.832 -2.661 0.521
H 1.40513 -0.90597 -0.64054 -0.085 -0.293 -0.213 0.434
H -0.21278 1.69867 1.73825 0.183 0.768 -0.064 0.395
H 1.08557 1.62668 -2.36639 0.106 1.256 -0.267 0.380
H 5.80929 -0.31898 -0.07334 0.527 -0.222 0.154 0.433
```
Positions in Å, forces in eV/Å.

For the LUMO energy (alpha / beta), the calculation gives -17.6 / -21.6 eV. Its spin multiplicity is 9. The value obtained for the energy relative to the best compared isomer or geometry (same formula, charge and spin) is 35.9 kcal per mole. The total charge is +4. The calculation puts the HOMO-LUMO gap (alpha / beta) at 6.4 / 5.0 eV. Its expectation value of S² is 21.030.